The molecule C2H2NO2P in a non-equilibrium geometry, computed with the ωB97M-V functional and the def2-TZVPD basis.

Summary:
- structure (SMILES) = O=PON1C=C1
- largest force on an atom (eV/A) = 5.3
- spin multiplicity = 1
- energy above the lowest of the compared OMol25 structures with the same formula, charge and spin (eV) = 4.2478
- Kohn-Sham gap (eV) = 8.750

Each line ends with the Löwdin charge.
Atoms and positions in Å:
C: 0.2470 -0.7067 1.3623  0.033
C: -0.0091 -1.0128 0.1231  -0.075
N: 0.5736 0.2488 0.2742  -0.161
O: -0.0833 0.7774 -2.2833  -0.458
O: -0.3287 1.3775 0.1932  -0.437
P: -0.4394 1.8998 -1.4975  0.869
H: 0.2970 -0.8257 2.4607  0.115
H: -0.2571 -1.7583 -0.6327  0.115

Cartesian forces (eV/Å) of the 3 atoms listed first:
C -0.83 -0.06 -0.77
C -0.66 -1.78 1.36
N 2.35 0.69 0.60